Entry 1:
{"formula": "C31H40MoO4S5Se", "method": "ωB97M-V/def2-TZVPD", "total_charge": 2, "orbital_gap_ev": [3.97, 3.96], "species": ["Mo", "C", "C", "C", "C", "C", "C", "C", "Se", "C", "C", "C", "C", "C", "C", "O", "C", "C", "C", "C", "C", "C", "C", "C", "C", "O", "C", "C", "C", "C", "C", "C", "H", "H", "H", "H", "H", "H", "H", "H", "H", "H", "H", "H", "H", "H", "H", "H", "H", "H", "H", "H", "H", "H", "H", "H", "H", "H", "H", "H", "H", "H", "H", "H", "H", "H", "H", "H", "H", "H", "H", "H", "S", "C", "S", "C", "C", "S", "S", "S", "O", "O"], "xyz": [[0.746, 0.421, 0.276], [5.330, -3.618, -4.987], [5.361, -3.599, -3.448], [6.727, -3.082, -2.965], [5.164, -5.025, -2.931], [4.276, -2.654, -2.931], [3.235, -3.089, -2.104], [2.357, -2.164, -1.590], [0.867, -2.707, -0.514], [1.693, -2.875, 1.212], [2.278, -4.021, 1.625], [2.762, -4.120, 2.965], [2.454, -3.099, 3.878], [1.798, -1.929, 3.539], [1.514, -1.809, 2.152], [1.026, -0.689, 1.659], [1.385, -0.872, 4.562], [-0.160, -0.875, 4.599], [1.907, -1.198, 5.966], [1.893, 0.526, 4.165], [3.598, -5.321, 3.349], [2.805, -6.610, 3.049], [4.005, -5.313, 4.823], [4.875, -5.282, 2.478], [2.478, -0.813, -1.932], [1.627, 0.011, -1.193], [3.399, -0.340, -2.854], [4.299, -1.309, -3.295], [3.520, 1.101, -3.383], [3.648, 1.068, -4.919], [4.772, 1.752, -2.770], [2.302, 1.963, -3.045], [6.061, -4.339, -5.361], [5.581, -2.642, -5.413], [4.344, -3.911, -5.360], [7.516, -3.761, -3.299], [6.765, -3.027, -1.873], [6.953, -2.089, -3.366], [5.977, -5.654, -3.295], [4.226, -5.467, -3.286], [5.184, -5.067, -1.836], [3.103, -4.139, -1.882], [2.366, -4.860, 0.947], [2.750, -3.231, 4.904], [-0.551, -1.859, 4.869], [-0.593, -0.579, 3.642], [-0.499, -0.160, 5.352], [1.516, -2.145, 6.348], [1.573, -0.416, 6.649], [3.000, -1.225, 6.003], [1.308, 0.973, 3.362], [2.945, 0.507, 3.869], [1.807, 1.188, 5.027], [1.853, -6.630, 3.587], [3.395, -7.469, 3.376], [2.603, -6.739, 1.982], [3.139, -5.378, 5.488], [4.587, -4.424, 5.085], [4.633, -6.182, 5.022], [4.641, -5.330, 1.409], [5.496, -6.147, 2.725], [5.459, -4.376, 2.666], [5.073, -0.986, -3.981], [4.561, 0.578, -5.260], [3.677, 2.093, -5.295], [2.796, 0.562, -5.377], [5.683, 1.215, -3.050], [4.712, 1.767, -1.678], [4.868, 2.781, -3.125], [1.361, 1.481, -3.331], [2.372, 2.903, -3.600], [2.280, 2.215, -1.987], [3.474, 7.213, -0.549], [2.717, 5.840, -0.262], [1.131, 5.425, -0.842], [1.150, 3.762, -0.274], [2.248, 3.336, 0.398], [2.593, 1.760, 1.063], [3.483, 4.515, 0.626], [-0.158, 2.769, -0.698], [-0.542, 1.371, 1.242], [-1.052, 2.577, 0.752]]}


Entry 2:
{"formula": "C3H4ClFO", "method": "ωB97M-V/def2-TZVPD", "de_lowest_ev": 4.543, "total_charge": 0, "orbital_gap_ev": 9.04, "species": ["C", "C", "C", "H", "H", "H", "H", "O", "F", "Cl"], "xyz": [[-0.584, -0.605, -0.178], [0.466, 0.147, 0.548], [0.908, 1.257, 0.053], [-1.242, -2.607, -0.056], [-0.802, 0.219, -1.098], [-1.579, -0.498, 0.237], [0.847, -0.175, 1.491], [-0.026, -1.925, -0.562], [1.474, 2.091, 1.033], [0.538, 2.095, -1.468]]}


Entry 3:
{"formula": "C32H40Br4F4N4O8", "method": "ωB97M-V/def2-TZVPD", "multiplicity": 2, "total_charge": 1, "orbital_gap_ev": [6.60, 2.42], "species": ["C", "N", "O", "O", "H", "H", "H", "C", "N", "O", "O", "H", "H", "H", "C", "N", "O", "O", "H", "H", "H", "C", "N", "O", "O", "H", "H", "H", "Br", "C", "C", "Br", "H", "H", "H", "H", "Br", "C", "C", "Br", "H", "H", "H", "H", "F", "C", "C", "C", "C", "C", "C", "H", "H", "H", "H", "H", "F", "C", "C", "C", "C", "C", "C", "H", "H", "H", "H", "H", "F", "C", "C", "C", "C", "C", "C", "H", "H", "H", "H", "H", "F", "C", "C", "C", "C", "C", "C", "H", "H", "H", "H", "H"], "xyz": [[4.785, -2.246, -2.029], [5.344, -2.971, -0.832], [6.559, -3.130, -0.785], [4.553, -3.256, 0.056], [4.767, -3.039, -2.777], [5.521, -1.480, -2.273], [3.785, -1.879, -1.802], [1.393, 4.357, -0.907], [1.989, 3.753, 0.254], [2.903, 3.026, 0.055], [1.386, 3.805, 1.323], [0.463, 4.827, -0.588], [1.077, 3.527, -1.540], [2.040, 5.087, -1.393], [-0.210, -2.225, -5.432], [-1.293, -1.325, -4.957], [-2.359, -1.811, -4.643], [-0.996, -0.122, -4.939], [-0.437, -3.206, -5.014], [0.741, -1.846, -5.058], [-0.343, -2.099, -6.507], [-3.240, -4.248, -2.423], [-1.935, -3.565, -2.103], [-0.933, -4.119, -2.684], [-1.977, -2.551, -1.434], [-3.930, -3.979, -1.622], [-3.094, -5.323, -2.323], [-3.536, -3.954, -3.430], [-3.730, 2.918, 5.157], [-3.379, 4.200, 3.687], [-3.873, 3.601, 2.349], [-3.446, 4.998, 1.013], [-2.317, 4.373, 3.515], [-3.890, 5.130, 3.935], [-4.945, 3.402, 2.332], [-3.359, 2.706, 2.000], [-1.399, 1.867, 0.003], [-0.768, 0.761, -1.574], [0.642, 0.326, -1.222], [1.434, -0.731, -2.694], [-0.750, 1.431, -2.434], [-1.448, -0.071, -1.755], [0.522, -0.306, -0.342], [1.271, 1.202, -1.067], [-5.875, -1.367, -0.363], [-5.467, -0.209, -0.837], [-5.954, 0.944, -0.313], [-5.504, 2.156, -0.847], [-4.564, 2.217, -1.874], [-4.020, 1.014, -2.383], [-4.384, -0.191, -1.804], [-6.698, 1.015, 0.467], [-5.980, 3.024, -0.415], [-4.165, 3.173, -2.181], [-3.238, 1.078, -3.125], [-4.069, -1.178, -2.110], [2.496, 0.228, 1.226], [2.350, -0.321, 2.453], [1.923, 0.524, 3.478], [1.589, 0.024, 4.740], [1.765, -1.328, 4.987], [2.381, -2.165, 4.013], [2.582, -1.673, 2.683], [1.763, 1.554, 3.198], [1.198, 0.606, 5.562], [1.650, -1.673, 6.004], [2.605, -3.194, 4.255], [3.232, -2.117, 1.945], [9.177, -0.073, -0.491], [7.895, 0.224, -0.724], [6.994, -0.016, 0.298], [5.619, 0.239, 0.154], [5.187, 0.738, -1.088], [6.068, 1.032, -2.080], [7.473, 0.822, -1.892], [7.305, -0.341, 1.280], [4.873, 0.199, 0.934], [4.205, 1.178, -1.177], [5.634, 1.395, -3.000], [8.242, 1.018, -2.624], [-3.783, -3.196, 1.199], [-3.454, -2.215, 2.019], [-2.354, -1.470, 1.791], [-2.004, -0.447, 2.691], [-2.820, -0.215, 3.758], [-3.947, -0.917, 3.985], [-4.323, -1.890, 3.049], [-1.614, -1.719, 1.045], [-1.156, 0.196, 2.510], [-2.580, 0.592, 4.435], [-4.640, -0.624, 4.759], [-5.201, -2.464, 3.308]]}


no.,calculated total energy (eV)
1,-162344.891
2,-20458.174
3,-347192.012